The following is a DFT calculation (wB97M-V/def2-TZVPD) of 2 unconnected molecules or ions with the total composition C4H13NO at a distorted geometry.

CARTESIAN COORDINATES (ANGSTROEM)
C1 -0.5223 -1.4363 -1.3792
C2 -1.4895 -1.2101 -0.2233
N1 6.4504 0.1709 -1.4672
H1 0.4949 -1.0425 -1.1155
H2 -0.9904 -1.0018 -2.2548
H3 -0.2646 -2.5061 -1.3505
H4 -2.3742 -1.7150 -0.6679
H5 -1.1381 -1.6748 0.6952
H6 6.2017 1.1517 -1.6394
H7 5.9408 0.0616 -0.5653
H8 5.9779 -0.3801 -2.1683
C3 -2.4171 0.6826 1.0946
O1 -1.4662 0.1960 0.1262
C4 -1.7137 1.6195 2.0760
H9 -3.1729 1.1184 0.4496
H10 -2.9783 -0.1176 1.6427
H11 -1.0299 2.3681 1.6797
H12 -2.3593 1.9778 2.9009
H13 -0.8995 1.0343 2.5308

Properties
Spin multiplicity ... 1
Orbital gap ... 0.3904 Ha
Energy ... -290.137219 a.u.
Structure (SMILES) ... CCOCC.N
E_HOMO ... -9.635 eV
Max |F| ... 0.0501 hartree/bohr

Atom charges from the natural (NBO) analysis, given in e for atoms 1 to 6: -0.627, -0.067, -1.060, 0.209, 0.216, 0.215